1.
C24H21ClN3Pd | ωB97M-V with the def2-TZVPD basis set

Atoms and positions in Å:
1 Pd 0.612052 0.644022 0.379417
2 C 1.579114 0.872389 -2.883221
3 C 2.703173 0.607419 -1.930701
4 C 4.024727 0.598776 -2.372168
5 C 5.045816 0.305205 -1.494985
6 C 4.739177 -0.019627 -0.174607
7 C 3.422396 -0.010691 0.205247
8 N 2.421120 0.322457 -0.649998
9 C 2.922470 -0.425895 1.516928
10 C 3.673793 -0.929192 2.553979
11 C 3.038011 -1.353309 3.713376
12 C 1.657961 -1.298598 3.802464
13 C 0.929212 -0.795979 2.743127
14 N 1.573221 -0.354317 1.640616
15 C -0.528430 -0.758642 2.627243
16 C -1.399062 -1.269238 3.550661
17 C -2.755968 -1.315147 3.231650
18 C -3.159709 -0.890072 1.985624
19 C -2.236078 -0.369574 1.081241
20 C -2.678657 0.015378 -0.297167
21 N -0.941665 -0.268637 1.423008
22 H 1.685830 1.847017 -3.361490
23 H 0.606653 0.811093 -2.395684
24 H 1.583272 0.126055 -3.678835
25 H 4.237697 0.812452 -3.411840
26 H 6.074903 0.302013 -1.829900
27 H 5.520721 -0.287610 0.522204
28 H 4.748130 -0.998002 2.461782
29 H 3.620772 -1.741945 4.538344
30 H 1.151814 -1.655168 4.688037
31 H -1.045785 -1.649863 4.497996
32 H -3.471139 -1.713075 3.939238
33 H -4.198411 -0.964853 1.691725
34 H -3.132099 -0.846641 -0.787668
35 H -1.846626 0.333615 -0.925299
36 H -3.438809 0.797488 -0.266521
37 Cl 1.973582 3.034202 1.202805
38 C 1.361037 3.587652 -0.291669
39 C 2.142313 4.330012 -1.115497
40 C 1.604814 4.759941 -2.347529
41 C 0.310256 4.433120 -2.795784
42 C -0.473605 3.663171 -2.003055
43 C -0.012538 3.253695 -0.674694
44 C -0.923753 2.736838 0.176186
45 H 3.150253 4.602247 -0.831549
46 H 2.237725 5.366463 -2.989506
47 H -0.041856 4.802501 -3.749736
48 H -1.482340 3.398662 -2.299521
49 H -1.935226 2.567378 -0.170059
50 H -0.764475 2.680720 1.246717

Atomic forces in eV per Å
-0.831 -1.327 -1.570
0.027 0.045 0.014
-0.120 -0.147 0.152
0.063 -0.023 -0.091
0.043 -0.011 0.040
0.135 -0.052 -0.063
-0.208 -0.019 -0.031
0.254 0.934 -0.355
-0.277 -0.022 0.035
0.156 -0.053 0.161
0.062 0.016 -0.023
-0.034 -0.073 0.167
0.142 0.075 -0.096
0.943 -0.685 1.134
0.115 0.122 -0.292
-0.162 -0.097 0.140
0.067 0.021 -0.036
-0.135 -0.079 0.095
0.193 0.032 -0.080
0.028 0.032 0.032
-0.643 0.486 0.260
0.005 -0.045 0.008
-0.061 0.007 0.044
0.027 -0.016 -0.001
-0.028 -0.006 0.008
-0.007 0.004 -0.004
-0.008 0.000 -0.015
-0.001 -0.011 0.005
-0.010 -0.007 -0.004
0.000 -0.001 -0.002
0.009 -0.007 -0.001
-0.005 0.013 -0.002
0.008 0.009 -0.033
-0.013 -0.022 0.017
0.072 0.009 -0.034
-0.019 -0.015 0.000
0.123 0.598 0.200
-0.337 -0.162 0.280
-0.004 0.278 -0.485
0.238 0.068 0.091
0.133 0.103 -0.027
0.018 -0.163 0.373
0.526 -0.064 -0.798
-0.582 0.404 0.722
-0.010 0.009 -0.023
-0.034 0.005 0.039
0.015 -0.018 -0.001
0.015 -0.030 0.021
0.019 -0.069 -0.001
0.092 -0.045 0.030

Results
E_HOMO (eV): -17.9
Charge: +3
LUMO level (eV): -12.245
E_tot (eV): -45673.9611
Gap between HOMO and LUMO (eV): 5.63

Mulliken population analysis, charges in e, atoms 1 to 4: atom 1 (Pd): 0.74, atom 2 (C): -1.10, atom 3 (C): 0.85, atom 4 (C): -0.68

2.
C24H21F3O3 | ωB97M-V with the def2-TZVPD basis set

Atoms and positions in Å:
1 C 5.919809 2.499184 2.207616
2 O 5.881413 1.054912 2.146888
3 C 4.684133 0.416528 2.207709
4 C 4.728402 -0.998936 2.248241
5 C 3.575071 -1.721063 2.443219
6 C 2.317247 -1.079413 2.583529
7 C 1.117645 -1.846770 2.839990
8 C -0.124874 -1.344924 2.681719
9 C -1.374076 -2.012079 3.174469
10 O -1.320682 -2.253426 4.568803
11 C -0.733334 -3.387297 5.051894
12 C -0.752561 -4.616850 4.390798
13 C -0.137622 -5.723932 4.977004
14 C 0.570665 -5.599911 6.170236
15 C 0.608820 -4.371288 6.832137
16 C -0.081028 -3.287189 6.302186
17 C -0.265230 -1.994488 7.036196
18 F 0.266523 -2.019387 8.291246
19 F -1.597028 -1.703395 7.169442
20 F 0.313163 -0.936243 6.380716
21 C -2.638431 -1.192061 3.018651
22 C -3.867863 -1.832871 2.871272
23 C -4.994814 -1.110402 2.552509
24 C -4.926718 0.298117 2.446268
25 O -6.091109 0.934540 2.160430
26 C -6.144929 2.377675 2.209164
27 C -3.696866 0.954134 2.680642
28 C -2.593769 0.197388 3.057596
29 C 2.280827 0.332068 2.481061
30 C 3.435817 1.078617 2.296721
31 H 6.986262 2.730214 2.200261
32 H 5.430046 2.946167 1.330068
33 H 5.454518 2.874791 3.130996
34 H 5.698081 -1.474744 2.147763
35 H 3.613834 -2.809216 2.475243
36 H 1.242015 -2.904287 3.090022
37 H -0.283811 -0.427078 2.115939
38 H -1.493196 -2.944993 2.603345
39 H -1.257309 -4.714645 3.426427
40 H -0.236484 -6.692359 4.485074
41 H 1.072251 -6.465028 6.603658
42 H 1.160353 -4.240944 7.754861
43 H -3.920477 -2.915240 2.978734
44 H -5.960194 -1.577304 2.403988
45 H -7.215423 2.586301 2.168633
46 H -5.706751 2.775648 3.136802
47 H -5.629422 2.800797 1.335822
48 H -3.618785 2.037309 2.605960
49 H -1.660411 0.685194 3.338537
50 H 1.318070 0.839139 2.563981
51 H 3.385505 2.166643 2.244228

Atomic forces in eV per Å
-0.097 -0.750 -0.085
-0.033 0.575 -0.094
-0.822 -0.185 0.318
0.266 1.046 -0.049
-0.910 0.256 0.029
1.218 0.776 -0.472
-1.373 -0.046 -0.489
0.646 -0.166 -0.169
-0.606 -0.152 -0.565
0.420 -0.960 1.073
0.387 -0.052 -0.063
-0.024 0.031 0.052
-0.043 0.157 0.008
0.036 -0.064 0.062
-0.333 0.034 -0.329
-0.421 -0.051 -0.483
-0.019 0.912 0.145
-0.327 0.011 -0.821
1.126 -0.098 0.127
-0.453 -0.777 0.697
0.271 0.188 -0.034
0.294 -0.003 -0.463
-0.312 0.955 0.154
0.847 -0.117 0.231
0.002 0.517 0.043
0.118 -0.824 -0.109
-0.964 -0.169 0.256
0.151 -0.238 -0.565
0.014 -0.796 0.061
0.820 -0.272 -0.105
-0.230 0.101 0.007
0.111 -0.125 0.222
0.110 -0.152 -0.230
-0.110 -0.004 0.040
0.024 0.193 0.068
0.016 0.356 0.484
0.237 0.006 0.461
-0.202 0.089 0.304
0.164 -0.041 0.424
0.185 0.246 0.133
-0.115 0.246 -0.140
-0.131 -0.101 0.013
-0.011 0.150 -0.162
0.040 -0.043 0.040
0.253 0.201 -0.019
-0.152 -0.187 -0.227
-0.132 -0.007 0.225
-0.055 -0.260 0.137
-0.231 0.003 -0.267
0.369 -0.069 0.090
-0.018 -0.341 0.038

Results
E_HOMO (eV): -7.8
Structure (SMILES): COc1ccc(/C=C/[C@@H](Oc2ccccc2C(F)(F)F)c2ccc(OC)cc2)cc1
Charge: 0
LUMO level (eV): 0.601
E_tot (eV): -39522.3233
Gap between HOMO and LUMO (eV): 8.41

Mulliken population analysis, charges in e, atoms 1 to 4: atom 1 (C): -0.81, atom 2 (O): -0.44, atom 3 (C): 0.82, atom 4 (C): -0.61

3.
C24H21N3O6 | ωB97M-V with the def2-TZVPD basis set

Atoms and positions in Å:
1 C 2.967771 -0.099049 -6.460665
2 C 1.497579 -0.664427 -5.972761
3 C 1.625734 -2.205302 -5.480016
4 O 2.388674 -2.332238 -4.479512
5 C 1.754687 -1.989841 -3.351438
6 C 0.683977 -1.488620 -3.086090
7 C 0.392701 -1.079676 -1.829916
8 C 1.193834 -1.462375 -0.679589
9 C 2.524637 -1.875210 -1.000404
10 C 2.856034 -2.065016 -2.231457
11 H 4.067374 -2.558594 -2.449076
12 H 3.316542 -2.019179 -0.230557
13 C 0.652063 -0.973385 0.642755
14 N 1.739477 -0.293248 1.521753
15 O 2.679372 0.070271 1.040664
16 C 1.350506 0.168629 2.693851
17 C 2.035146 0.973205 3.537049
18 C 1.761833 1.275430 4.785457
19 C 0.471938 0.720037 5.452941
20 C -0.255733 0.115117 4.533386
21 C -0.042713 -0.386712 3.194751
22 N -0.598862 -1.030138 2.370910
23 C -0.313323 -1.533447 1.217950
24 O -0.987335 -2.155185 0.505477
25 O -2.115430 -1.663630 2.991325
26 C -3.170914 -1.061805 2.143553
27 C -3.049800 0.326344 1.218154
28 C -2.488707 1.262485 2.053070
29 C -2.198272 2.613237 1.163143
30 C -2.350057 2.591596 -0.123613
31 C -2.691654 1.247309 -0.767510
32 C -3.094241 0.119183 -0.148043
33 H -3.239147 -0.709260 -0.569221
34 H -2.871939 1.425734 -1.973908
35 N -2.093690 3.740739 -0.946648
36 O -1.620834 4.608687 -0.136815
37 O -2.256325 3.519962 -2.078602
38 H -1.796972 3.624696 1.764444
39 H -2.451314 1.361794 3.034460
40 H -3.815135 -1.002715 2.692720
41 H -3.291723 -1.708323 1.419523
42 H -1.082421 -0.152122 4.821780
43 H 0.201848 1.117061 6.207473
44 H 2.334850 1.867282 5.356617
45 H 3.106081 0.982160 3.085816
46 H -0.774501 -0.856606 -1.384823
47 H -0.127446 -1.351224 -3.745608
48 H 2.017405 -2.609043 -6.374770
49 H 0.617941 -2.709790 -5.438857
50 H 0.988289 -0.678533 -7.037953
51 H 1.153085 -0.156880 -5.250991
52 H 3.303998 -0.788490 -7.323674
53 H 2.773437 0.810952 -6.591659
54 H 3.614568 -0.134780 -5.653259

Atomic forces in eV per Å
-1.699 -9.082 0.585
4.154 -5.414 -7.612
-4.869 2.589 -7.430
2.392 -1.349 3.864
15.128 -3.850 2.184
-9.543 3.877 0.236
-2.936 -1.084 7.906
-1.409 3.237 -2.288
-0.261 0.476 4.760
1.930 -2.720 -5.794
-4.180 1.789 0.168
-0.953 0.138 -0.411
13.131 3.944 -2.493
-10.579 -3.374 -0.704
10.298 3.032 -4.711
-6.882 -2.628 3.468
5.088 -0.612 -2.139
-4.698 -2.173 2.486
8.541 -1.200 -13.320
3.553 -0.612 -3.270
10.656 8.130 5.406
-10.876 -5.676 2.175
-2.164 -0.424 0.784
-6.469 -5.672 -2.846
2.933 3.036 -2.215
12.851 1.746 -8.936
2.132 -4.198 7.092
-0.800 4.798 -10.086
1.221 -0.217 8.269
-1.580 -5.396 -2.159
-1.136 4.094 -4.685
2.216 8.522 3.132
-1.534 -6.552 -3.273
0.939 -1.026 3.201
1.499 -1.370 6.989
-0.728 1.009 -4.798
0.242 2.743 -3.845
-1.325 -3.139 -1.795
0.175 -0.143 4.240
-13.044 1.346 10.859
-1.026 -3.796 -3.365
-9.070 -2.902 3.098
-3.769 4.248 10.143
2.349 1.883 1.823
-1.565 1.291 1.038
3.439 -0.195 -2.127
-0.526 0.071 -1.236
1.044 -1.118 -0.764
0.566 0.567 0.521
-0.011 0.221 2.629
-3.064 4.432 4.787
-0.339 1.682 1.236
-1.082 7.499 -2.278
1.639 -0.475 1.504

Results
E_HOMO (eV): -7.7
Charge: 0
LUMO level (eV): -0.986
E_tot (eV): -41955.8411
Gap between HOMO and LUMO (eV): 6.73

Mulliken population analysis, charges in e, atoms 1 to 4: atom 1 (C): -1.32, atom 2 (C): -0.69, atom 3 (C): -0.65, atom 4 (O): -0.44

4.
C24H21N3OS | ωB97M-V with the def2-TZVPD basis set

Atoms and positions in Å:
1 C 2.176180 6.142437 1.499823
2 C 3.308315 5.166015 1.173705
3 C 2.790831 3.779763 1.055706
4 N 2.673496 3.126099 -0.038828
5 C 2.124063 1.892366 0.125312
6 C 1.978459 1.008989 -1.028313
7 C 1.642283 1.544950 -2.266877
8 C 1.475405 0.708969 -3.355231
9 C 1.648174 -0.656165 -3.220771
10 C 2.011400 -1.206106 -1.995598
11 C 2.200138 -2.686729 -1.856866
12 C 2.181576 -0.364608 -0.909943
13 C 1.783122 1.590906 1.426356
14 C 1.069935 0.435789 1.938142
15 C 1.400748 -0.149778 3.162904
16 C 0.671349 -1.246260 3.582565
17 N -0.330693 -1.767381 2.896582
18 C -0.658793 -1.197522 1.737920
19 N -1.746022 -1.796611 1.117495
20 C -2.315994 -1.494827 -0.089325
21 O -1.871306 -0.674393 -0.864394
22 C -3.553652 -2.271509 -0.389417
23 C -4.429367 -2.713598 0.597723
24 C -5.588779 -3.382267 0.245693
25 C -5.880059 -3.619866 -1.087782
26 C -5.017179 -3.172771 -2.074947
27 C -3.864431 -2.494648 -1.728069
28 C 0.004364 -0.093683 1.214968
29 S 2.220423 2.909296 2.470591
30 H 2.563382 7.155466 1.567344
31 H 1.712246 5.882977 2.449566
32 H 1.415964 6.110962 0.723452
33 H 4.063357 5.210211 1.962117
34 H 3.771496 5.434305 0.222818
35 H 1.503819 2.610729 -2.358530
36 H 1.203806 1.123969 -4.314544
37 H 1.506350 -1.306287 -4.072537
38 H 2.854711 -3.066882 -2.639177
39 H 2.627655 -2.936169 -0.888547
40 H 1.239052 -3.193785 -1.947090
41 H 2.482722 -0.778234 0.041489
42 H 2.210221 0.241787 3.758481
43 H 0.896126 -1.740569 4.518557
44 H -2.125337 -2.565497 1.656228
45 H -4.235655 -2.508012 1.641485
46 H -6.269983 -3.714024 1.014965
47 H -6.784745 -4.143727 -1.356399
48 H -5.249294 -3.346224 -3.115238
49 H -3.186387 -2.123816 -2.481883
50 H -0.303489 0.335967 0.278322

Atomic forces in eV per Å
0.161 -0.016 -0.003
-0.052 0.289 0.060
-0.054 -0.233 0.894
0.248 0.408 -0.735
-0.241 -0.331 1.126
-0.007 -0.198 -0.405
-0.011 -0.014 0.188
-0.032 -0.035 -0.114
0.010 0.033 0.060
0.020 -0.004 0.000
-0.051 0.006 -0.004
0.039 0.133 -0.177
0.334 0.608 -0.398
-0.368 -0.552 0.394
-0.054 0.093 -0.231
0.127 0.085 0.115
-0.333 -0.245 -0.176
0.409 0.348 0.134
-0.270 -0.350 0.164
0.028 -0.025 0.083
0.057 0.050 -0.097
-0.290 -0.077 -0.176
0.106 0.042 -0.047
-0.071 -0.074 0.014
-0.034 -0.002 0.064
-0.001 -0.007 -0.046
0.128 0.055 0.089
0.021 0.053 0.139
0.048 -0.047 -0.777
-0.016 0.125 0.028
-0.075 0.047 0.046
-0.096 0.014 -0.045
0.061 0.018 -0.092
0.049 -0.090 0.079
0.003 0.108 -0.022
-0.028 0.042 -0.082
-0.004 -0.059 -0.097
0.041 -0.091 -0.018
0.033 -0.066 0.038
-0.017 -0.098 0.006
0.039 -0.054 0.073
0.103 -0.020 0.079
0.080 0.024 0.087
0.066 0.140 -0.157
0.021 0.015 0.066
-0.056 -0.020 0.061
-0.088 -0.051 -0.023
-0.001 -0.019 -0.078
0.046 0.047 -0.057
-0.027 -0.005 -0.030

Results
E_HOMO (eV): -8.1
Structure (SMILES): CCc1nc(-c2cccc(C)c2)c(-c2ccnc(NC(=O)c3ccccc3)c2)s1
Charge: 0
LUMO level (eV): 0.148
E_tot (eV): -42583.5735
Gap between HOMO and LUMO (eV): 8.23

Mulliken population analysis, charges in e, atoms 1 to 4: atom 1 (C): -1.12, atom 2 (C): -0.51, atom 3 (C): 0.47, atom 4 (N): -0.56